{
  "formula": "C31H29IrN4O5PS2",
  "method": "ωB97M-V with the def2-TZVPD basis set",
  "fmax_ev_per_a": 2.84,
  "lumo_energy_ev": [-2.5, -5.0],
  "homo_ev": [-8.850, -11.204],
  "molar_mass_g_mol": 824.921,
  "total_charge": 1,
  "spin_multiplicity": 5,
  "relative_energy_ev": 1.306,
  "homo_lumo_gap_ev": [6.331, 6.182],
  "species": ["Ir", "O", "C", "C", "C", "C", "C", "C", "C", "P", "C", "C", "C", "C", "C", "C", "C", "C", "C", "C", "C", "C", "H", "H", "H", "H", "H", "H", "H", "H", "H", "H", "H", "H", "H", "H", "O", "C", "C", "C", "C", "C", "C", "C", "O", "N", "N", "C", "S", "C", "C", "S", "H", "H", "H", "H", "H", "H", "H", "H", "H", "C", "O", "C", "O", "N", "N", "H", "H", "H", "H", "H", "H"],
  "positions_angstrom": [[-1.10, 2.36, -0.06], [-2.66, 3.64, 1.84], [-2.75, 2.88, 0.92], [-3.97, 2.02, 0.66], [-5.29, 2.46, 0.83], [-6.31, 1.53, 0.88], [-6.05, 0.15, 0.72], [-4.74, -0.25, 0.47], [-3.66, 0.65, 0.52], [-1.89, 0.22, 0.39], [-1.88, -0.98, -0.99], [-0.71, -1.68, -1.06], [-0.45, -2.52, -2.13], [-1.46, -2.73, -3.09], [-2.68, -2.12, -2.97], [-2.91, -1.18, -1.94], [-1.78, -0.84, 1.94], [-1.59, -2.21, 1.78], [-1.51, -3.12, 2.89], [-1.56, -2.59, 4.20], [-1.72, -1.17, 4.35], [-1.81, -0.32, 3.27], [-5.52, 3.50, 0.97], [-7.32, 1.92, 0.74], [-6.87, -0.50, 0.50], [-4.51, -1.29, 0.16], [0.04, -1.53, -0.22], [0.48, -3.10, -2.11], [-1.21, -3.35, -3.99], [-3.41, -2.23, -3.70], [-3.85, -0.65, -1.73], [-1.64, -2.68, 0.83], [-1.41, -4.18, 2.76], [-1.55, -3.14, 5.11], [-1.65, -0.72, 5.39], [-2.05, 0.71, 3.49], [4.19, 0.98, -1.14], [4.23, 1.32, 0.04], [5.45, 1.11, 0.78], [5.65, 1.62, 2.01], [4.59, 2.30, 2.69], [3.40, 2.55, 2.03], [3.23, 2.02, 0.78], [1.83, 2.05, 0.20], [0.93, 2.48, 0.89], [1.64, 1.75, -1.09], [0.32, 1.78, -1.63], [0.35, 1.60, -2.95], [-1.14, 1.62, -3.74], [-0.60, 0.95, -5.28], [0.89, 1.42, -5.53], [1.67, 1.05, -3.90], [2.23, 1.10, -1.57], [6.22, 0.55, 0.25], [6.59, 1.62, 2.53], [4.74, 2.64, 3.68], [2.58, 3.19, 2.37], [-1.27, 1.27, -6.03], [-0.68, -0.14, -5.11], [0.93, 2.49, -5.73], [1.42, 0.80, -6.30], [4.49, -2.29, -0.92], [4.18, -2.10, 0.53], [3.06, -1.44, 0.77], [2.28, -1.07, -0.09], [2.86, -1.25, 2.10], [1.88, -0.27, 2.54], [4.96, -1.32, -1.29], [3.55, -2.48, -1.44], [5.24, -3.03, -1.02], [3.65, -1.43, 2.72], [2.32, 0.30, 3.20], [1.10, -0.75, 3.06]],
  "mulliken_charge": [0.68, -0.47, 0.15, 0.13, -0.79, -0.38, -1.01, -0.12, 0.28, 0.87, 1.04, -0.63, -0.85, -0.71, -0.96, -0.55, 1.03, -0.44, -0.85, -0.62, -0.39, -0.64, 0.47, 0.36, 0.38, 0.48, 0.22, 0.42, 0.35, 0.49, 0.64, 0.47, 0.49, 0.45, 0.32, 0.42, -0.59, 0.38, -0.38, -0.68, -0.50, -0.53, 0.54, 0.42, -0.84, 0.28, -0.66, 0.16, -0.01, -0.59, -0.58, -0.01, 0.33, 0.45, 0.44, 0.52, 0.45, 0.49, 0.19, 0.34, 0.39, -0.43, -0.51, 0.39, -0.08, -0.17, -0.31, 0.18, 0.10, 0.33, 0.28, 0.28, 0.18]
}